No. 1
# C41H40HfN8O2PS5

C41H40HfN8O2PS5 as an isolated structure (wB97M-V/def2-TZVPD, the OMol25 dataset).

XYZ file:
```
98
Properties=species:S:1:pos:R:3:forces:R:3
Hf 0.278 -0.472 -0.769 -0.31 0.19 -0.78
N -5.754 -3.896 3.477 0.10 0.04 -0.07
C -4.557 -3.233 3.390 -0.14 -0.15 0.06
C -4.500 -1.937 2.859 -0.07 0.02 -0.02
C -3.294 -1.290 2.733 0.20 -0.16 0.06
C -2.114 -1.934 3.128 -0.51 -0.27 -0.07
C -2.160 -3.217 3.675 0.02 0.18 -0.08
C -3.371 -3.857 3.808 -0.08 -0.02 0.00
S -0.610 -1.126 2.889 0.26 -0.34 -0.45
O 0.389 -1.673 3.763 0.16 0.16 0.18
O -0.894 0.290 2.995 0.16 0.32 0.04
N -0.122 -1.363 1.323 0.03 -0.68 0.09
C 0.291 -2.665 0.975 -0.28 0.56 0.76
N 0.192 -3.745 1.733 0.01 -0.17 0.00
C 0.693 -4.860 1.196 -0.08 0.05 0.13
C 1.287 -4.915 -0.057 0.05 -0.15 0.04
C 1.297 -3.745 -0.781 -0.05 0.07 -0.22
N 0.782 -2.642 -0.254 0.23 0.09 -0.07
H -6.609 -3.383 3.359 0.00 0.02 0.01
H -5.814 -4.731 4.030 0.01 0.00 0.03
H -5.412 -1.441 2.543 0.05 -0.04 0.03
H -3.266 -0.285 2.332 0.03 -0.06 0.06
H -1.246 -3.696 3.993 0.02 0.02 -0.03
H -3.413 -4.852 4.239 -0.01 0.05 -0.02
H 0.611 -5.757 1.803 0.01 0.05 0.00
H 1.705 -5.828 -0.456 -0.05 0.03 0.04
H 1.690 -3.653 -1.786 0.01 0.00 0.01
N -1.402 1.507 0.512 -0.24 -0.17 0.01
C -2.845 1.555 0.577 0.27 0.13 0.07
C -3.534 2.464 1.372 -0.08 -0.01 0.03
C -4.919 2.395 1.457 0.05 -0.03 -0.02
C -5.617 1.412 0.761 0.09 0.00 0.01
C -4.928 0.514 -0.042 -0.01 0.06 0.04
C -3.541 0.598 -0.145 -0.15 -0.18 0.07
P -2.520 -0.393 -1.269 0.19 -0.08 -0.19
C -3.369 -1.994 -1.389 -0.21 -0.07 -0.13
C -3.002 -2.945 -0.436 -0.10 -0.04 0.13
C -3.631 -4.182 -0.379 0.03 0.10 -0.04
C -4.629 -4.490 -1.293 -0.01 0.01 -0.02
C -4.989 -3.560 -2.261 0.06 0.00 0.04
C -4.366 -2.320 -2.308 0.07 -0.10 -0.05
C -2.702 0.614 -2.777 -0.07 -0.01 -0.12
C -1.564 1.281 -3.219 -0.01 0.00 0.09
C -1.572 2.051 -4.368 -0.17 0.04 -0.01
C -2.753 2.171 -5.093 0.03 0.00 0.01
C -3.916 1.568 -4.629 0.05 0.00 0.04
C -3.895 0.806 -3.467 -0.07 0.09 -0.05
H -1.074 1.144 1.407 0.10 0.14 0.10
H -0.971 2.416 0.390 -0.04 0.02 -0.19
H -2.986 3.213 1.934 -0.02 -0.05 -0.02
H -5.456 3.101 2.079 0.03 -0.03 -0.03
H -6.695 1.351 0.841 0.04 0.01 -0.01
H -5.470 -0.249 -0.588 0.03 -0.02 0.00
H -2.236 -2.712 0.296 0.00 0.02 0.00
H -3.337 -4.899 0.379 -0.01 0.04 -0.04
H -5.119 -5.455 -1.261 0.02 0.04 0.01
H -5.756 -3.801 -2.988 0.04 0.01 0.04
H -4.643 -1.630 -3.090 0.01 0.03 -0.01
H -0.652 1.215 -2.637 0.17 0.05 -0.17
H -0.668 2.549 -4.695 -0.04 -0.03 0.02
H -2.773 2.750 -6.009 0.00 -0.02 0.05
H -4.846 1.696 -5.169 0.04 -0.01 0.02
H -4.824 0.395 -3.098 -0.01 -0.04 0.00
S -0.386 -1.780 -2.934 0.12 0.16 0.10
S 1.092 -1.231 -4.283 -0.03 -0.12 0.01
S 2.041 0.218 -3.206 -0.16 0.16 0.22
S 2.777 -0.759 -1.546 -0.29 -0.15 0.19
N 6.515 7.103 1.382 -0.07 -0.04 0.00
C 5.720 6.367 0.999 -0.30 -0.37 -0.20
C 4.719 5.414 0.541 0.39 0.35 0.19
C 3.396 5.818 0.395 -0.12 0.05 0.00
C 2.435 4.898 0.012 0.01 0.12 -0.02
C 2.778 3.566 -0.228 -0.23 -0.08 0.11
C 4.120 3.179 -0.118 0.05 -0.02 0.01
C 5.084 4.097 0.266 -0.01 -0.13 -0.01
C 1.777 2.571 -0.492 0.20 0.33 0.10
C 1.041 1.612 -0.609 0.49 -0.04 -0.17
H 3.125 6.848 0.590 0.01 -0.05 -0.02
H 1.403 5.206 -0.100 0.01 0.00 0.02
H 4.384 2.149 -0.337 0.00 0.09 0.01
H 6.122 3.801 0.355 -0.03 0.00 -0.02
N 3.560 2.022 4.738 -0.26 -0.10 -0.12
C 2.213 2.721 4.680 0.24 -0.08 0.10
C 1.775 2.764 3.224 0.15 -0.04 -0.13
N 1.753 1.456 2.610 0.12 -0.02 0.18
C 3.007 0.743 2.723 -0.10 0.12 -0.18
C 3.484 0.621 4.157 0.06 0.18 0.21
H 3.912 1.998 5.693 -0.01 -0.01 0.05
H 4.227 2.564 4.185 0.06 0.05 -0.01
H 2.331 3.706 5.127 0.03 0.02 0.00
H 1.535 2.119 5.282 -0.03 -0.01 0.03
H 2.458 3.416 2.659 -0.07 -0.02 0.02
H 0.784 3.218 3.175 0.01 -0.04 -0.04
H 0.974 0.907 2.957 -0.05 0.06 -0.08
H 3.766 1.263 2.122 -0.03 -0.05 0.02
H 2.903 -0.261 2.314 -0.03 0.00 -0.06
H 4.471 0.171 4.249 0.03 0.02 0.00
H 2.768 0.071 4.765 -0.02 -0.03 0.02
```
Forces are in eV/Å.

Calculated values
calculated total energy: -4555.10956 hartree
charge: +1
HOMO level: -9.33 eV
maximum force: 0.981 eV Å⁻¹


No. 2
# C41H40N2OP2PdS2

C41H40N2OP2PdS2 as an isolated structure (wB97M-V/def2-TZVPD, the OMol25 dataset).

XYZ file:
```
89
Properties=species:S:1:pos:R:3:forces:R:3
Pd 0.130 -0.209 0.506 0.25 -0.05 0.10
O 3.217 -2.563 -0.276 0.02 -0.03 0.03
S 2.529 -1.296 -0.543 -0.03 0.14 -0.05
C 3.720 0.040 -0.528 -0.11 0.10 0.06
C 5.018 -0.212 -0.940 -0.02 -0.05 0.00
C 5.912 0.844 -1.022 -0.01 0.02 0.02
C 5.503 2.129 -0.691 0.00 -0.01 0.00
C 4.223 2.357 -0.202 0.00 0.01 0.00
C 3.321 1.304 -0.086 0.02 -0.21 -0.03
P 1.833 1.418 0.951 0.00 0.16 -0.11
C 2.482 1.051 2.599 0.00 0.00 -0.02
C 3.560 1.789 3.092 0.04 0.04 0.01
C 4.067 1.517 4.349 -0.01 -0.04 0.05
C 3.511 0.501 5.121 0.01 0.02 -0.03
C 2.449 -0.242 4.632 0.00 0.02 -0.02
C 1.935 0.033 3.372 -0.06 -0.09 0.00
C 1.333 3.147 0.953 -0.04 -0.01 0.07
C 1.152 3.822 -0.255 0.01 -0.01 -0.03
C 0.703 5.132 -0.256 0.01 -0.01 -0.02
C 0.421 5.771 0.946 -0.01 0.00 0.02
C 0.587 5.099 2.149 -0.01 0.01 -0.02
C 1.039 3.787 2.158 0.01 0.00 -0.06
C 2.041 -1.283 -2.279 0.14 0.01 0.03
C 2.984 -1.202 -3.292 0.01 0.00 0.00
C 2.588 -1.361 -4.611 0.02 0.01 0.01
C 1.259 -1.614 -4.913 -0.02 -0.01 -0.01
C 0.319 -1.704 -3.899 -0.06 0.01 0.03
C 0.701 -1.533 -2.570 -0.09 -0.07 -0.03
P -0.456 -1.721 -1.191 -0.08 0.08 0.01
C -2.120 -1.469 -1.831 -0.07 0.09 -0.02
C -2.396 -0.396 -2.685 0.05 0.01 0.01
C -3.682 -0.196 -3.154 -0.01 -0.01 -0.01
C -4.711 -1.042 -2.751 0.02 0.00 -0.01
C -4.449 -2.086 -1.876 0.01 0.03 0.00
C -3.157 -2.303 -1.416 0.01 -0.07 -0.04
C -0.328 -3.422 -0.628 -0.01 -0.02 -0.05
C -0.443 -4.465 -1.551 0.02 0.00 0.01
C -0.327 -5.774 -1.122 0.00 -0.01 0.02
C -0.093 -6.047 0.222 0.00 0.00 -0.02
C 0.026 -5.014 1.139 0.00 -0.01 0.01
C -0.090 -3.699 0.715 -0.01 0.01 0.01
H 5.315 -1.226 -1.180 0.02 0.00 -0.01
H 6.928 0.666 -1.346 0.00 -0.01 -0.01
H 6.197 2.954 -0.774 0.01 0.01 0.00
H 3.940 3.351 0.121 -0.01 0.02 0.00
H 4.004 2.580 2.499 -0.02 -0.01 0.02
H 4.899 2.094 4.729 0.01 0.00 0.01
H 3.912 0.289 6.102 0.00 0.00 0.01
H 2.020 -1.038 5.226 0.00 0.00 0.01
H 1.109 -0.561 2.993 0.04 0.04 0.03
H 1.374 3.329 -1.196 0.01 -0.01 0.00
H 0.582 5.660 -1.192 0.00 0.00 -0.01
H 0.077 6.796 0.944 0.00 0.01 0.00
H 0.372 5.598 3.084 0.00 0.00 0.01
H 1.173 3.270 3.098 0.00 -0.01 0.02
H 4.023 -1.016 -3.067 0.01 0.00 0.00
H 3.321 -1.292 -5.403 0.01 0.00 0.00
H 0.953 -1.749 -5.941 -0.01 0.00 -0.01
H -0.714 -1.913 -4.144 -0.01 0.01 0.00
H -1.599 0.267 -3.005 -0.01 -0.02 0.01
H -3.884 0.616 -3.840 -0.01 0.00 -0.01
H -5.713 -0.892 -3.130 -0.01 0.00 -0.01
H -5.247 -2.751 -1.572 0.00 -0.01 0.00
H -2.951 -3.144 -0.766 0.00 0.00 0.01
H -0.615 -4.256 -2.600 0.00 0.01 0.00
H -0.411 -6.584 -1.833 0.00 0.00 0.00
H 0.004 -7.073 0.552 0.00 -0.01 0.00
H 0.218 -5.232 2.180 0.00 0.00 0.01
H 0.013 -2.889 1.429 0.00 0.00 0.01
C -3.952 -1.605 1.989 -0.02 0.01 -0.04
N -4.106 -0.238 1.488 0.01 0.05 -0.02
C -5.480 0.269 1.562 0.01 0.00 0.05
C -3.054 0.561 1.291 0.05 -0.31 0.18
S -1.547 0.106 2.072 -0.09 -0.01 -0.07
N -3.161 1.678 0.587 0.02 0.15 -0.19
C -2.108 2.690 0.573 0.01 -0.02 0.00
C -4.168 1.866 -0.461 -0.02 0.02 0.05
H -4.812 -2.178 1.646 0.00 -0.01 0.01
H -3.921 -1.623 3.079 0.00 0.00 0.00
H -3.048 -2.058 1.593 0.01 -0.01 0.01
H -5.929 -0.134 2.469 -0.01 0.01 -0.01
H -6.078 -0.045 0.707 0.01 -0.01 0.00
H -5.479 1.352 1.637 -0.02 0.00 0.01
H -1.581 2.718 1.521 0.02 0.00 0.00
H -2.572 3.659 0.400 -0.01 0.01 -0.01
H -1.400 2.485 -0.235 0.00 0.02 0.05
H -4.644 0.925 -0.713 0.03 0.01 0.03
H -3.655 2.235 -1.348 0.01 0.01 0.00
H -4.916 2.600 -0.160 -0.02 0.00 -0.03
```
Forces are in eV/Å.

Calculated values
calculated total energy: -3377.57408 hartree
charge: +2
HOMO level (alpha / beta): -12.59 / -13.94 eV
relative energy (zero: lowest compared OMol25 entry of this formula, charge and spin): 0.0 kcal/mol
2S+1: 3
maximum force: 0.358 eV Å⁻¹


No. 3
# C41H40O5PtSbSi

C41H40O5PtSbSi as an isolated structure (wB97M-V/def2-TZVPD, the OMol25 dataset).

XYZ file:
```
89
Properties=species:S:1:pos:R:3:forces:R:3
Pt 0.813 -0.859 0.712 -0.20 0.48 1.24
O 0.794 -1.821 4.905 -0.14 0.18 -0.37
C 0.580 -1.906 3.694 0.07 -0.70 0.26
O 0.451 -0.924 2.889 0.36 0.24 -0.28
C 0.342 -3.330 3.128 0.06 0.20 0.00
C -1.001 -3.454 2.381 0.07 -0.21 0.09
C -1.390 -4.944 2.283 0.02 0.11 -0.22
C -0.434 -5.426 1.152 -0.08 0.17 -0.02
C 0.349 -4.130 0.860 0.08 -0.29 0.33
O -0.671 -3.143 1.025 -0.13 0.03 0.03
C 1.323 -3.887 2.042 -0.14 0.21 -0.16
C 2.592 -3.084 1.726 0.16 -0.19 0.14
O 3.658 -3.553 2.115 -0.25 0.25 -0.18
O 2.523 -1.990 1.033 -0.40 0.12 -0.34
H 0.349 -3.985 3.994 0.02 -0.03 0.07
H -1.784 -2.785 2.734 -0.01 0.01 -0.02
H -2.436 -5.050 1.989 0.04 0.00 0.00
H -1.246 -5.471 3.223 0.03 -0.02 0.07
H -0.991 -5.733 0.266 -0.01 0.00 0.03
H 0.213 -6.247 1.452 0.05 -0.03 0.03
H 0.785 -4.050 -0.128 0.08 0.04 -0.16
H 1.729 -4.833 2.385 -0.06 -0.15 0.04
C 2.679 3.371 -3.120 -0.03 -0.08 0.04
C 3.352 2.717 -2.093 -0.05 0.03 -0.05
C 2.891 1.495 -1.629 0.04 -0.05 -0.01
C 1.764 0.880 -2.184 0.05 -0.15 -0.03
C 1.104 1.552 -3.215 -0.07 -0.02 -0.01
C 1.549 2.786 -3.677 0.04 0.04 0.02
Si 1.138 -0.803 -1.551 -0.08 0.12 -0.11
C 2.238 -2.191 -2.236 -0.02 0.05 0.11
C 1.696 -3.096 -3.153 -0.05 0.03 0.00
C 2.433 -4.171 -3.634 0.07 -0.02 0.00
C 3.739 -4.364 -3.204 -0.06 0.05 0.00
C 4.298 -3.474 -2.293 0.01 0.00 -0.01
C 3.555 -2.403 -1.816 -0.01 0.01 0.04
H 3.030 4.331 -3.478 -0.01 0.00 0.00
H 4.227 3.173 -1.643 -0.03 -0.01 -0.01
H 3.404 1.009 -0.802 -0.01 0.03 -0.08
H 0.218 1.100 -3.658 0.09 0.03 0.02
H 1.015 3.291 -4.475 0.00 0.00 0.01
H -0.112 -0.989 -2.363 0.21 -0.03 0.02
H 0.672 -2.958 -3.491 0.07 -0.01 0.02
H 1.985 -4.861 -4.342 0.02 0.01 0.02
H 4.317 -5.206 -3.568 -0.01 0.02 0.01
H 5.309 -3.625 -1.935 -0.02 0.00 -0.01
H 3.994 -1.745 -1.075 -0.03 -0.04 -0.01
C -1.885 0.560 3.803 -0.13 0.08 0.09
C -2.699 1.633 3.139 -0.01 0.14 -0.07
C -3.756 2.234 3.824 0.01 0.05 -0.11
C -4.532 3.224 3.238 0.01 -0.04 0.07
C -4.267 3.638 1.943 -0.01 0.03 -0.01
C -3.220 3.054 1.244 0.07 -0.16 -0.10
C -2.434 2.065 1.829 0.11 -0.34 0.24
Sb -0.837 1.192 0.675 0.44 -0.67 -1.30
C 0.608 2.813 0.636 -0.08 -0.11 0.21
C 1.785 2.337 1.221 -0.02 -0.11 0.06
C 2.898 3.143 1.385 0.05 0.17 0.02
C 2.844 4.466 0.977 -0.06 -0.07 0.02
C 1.664 4.964 0.446 -0.04 -0.08 -0.02
C 0.530 4.165 0.283 -0.03 0.15 0.00
C -0.733 4.833 -0.189 0.11 0.09 0.15
C -2.013 0.542 -1.079 -0.20 0.52 0.29
C -2.284 -0.811 -0.902 -0.16 -0.18 0.37
C -3.049 -1.533 -1.799 -0.12 -0.01 -0.19
C -3.562 -0.902 -2.924 0.09 -0.11 0.13
C -3.301 0.444 -3.114 0.11 0.06 0.05
C -2.541 1.182 -2.203 -0.02 0.11 -0.11
C -2.286 2.631 -2.507 0.09 -0.09 -0.08
H -2.211 0.398 4.831 -0.01 0.01 -0.03
H -0.820 0.790 3.825 0.01 0.00 -0.03
H -1.965 -0.387 3.269 0.00 0.00 -0.03
H -3.971 1.914 4.837 0.01 -0.01 -0.01
H -5.347 3.672 3.796 0.03 -0.02 -0.02
H -4.869 4.408 1.475 0.02 -0.02 0.01
H -3.016 3.376 0.230 -0.08 -0.07 0.08
H 1.844 1.301 1.555 0.02 0.12 -0.13
H 3.801 2.727 1.815 -0.03 0.03 0.03
H 3.706 5.113 1.082 0.00 -0.01 0.00
H 1.608 6.007 0.154 0.00 -0.01 -0.01
H -0.519 5.830 -0.575 0.02 -0.01 0.00
H -1.437 4.940 0.640 0.05 0.03 -0.02
H -1.228 4.275 -0.970 -0.03 -0.09 -0.09
H -1.876 -1.352 -0.051 0.09 0.07 -0.08
H -3.209 -2.591 -1.622 -0.04 0.05 -0.04
H -4.144 -1.451 -3.655 0.00 0.00 0.03
H -3.681 0.944 -4.000 0.00 0.01 0.02
H -2.565 2.869 -3.534 -0.03 0.00 0.02
H -1.223 2.839 -2.401 0.06 0.12 0.04
H -2.851 3.295 -1.849 0.00 -0.04 -0.02
```
Forces are in eV/Å.

Calculated values
calculated total energy: -2611.72586 hartree
charge: -1
HOMO level: -5.40 eV
relative energy (zero: lowest compared OMol25 entry of this formula, charge and spin): 19.0 kcal/mol
maximum force: 1.526 eV Å⁻¹